DFT (ωB97M-V/def2-TZVPD) results for a molecular structure, C14H30BBr14F4O2Zr in a non-equilibrium geometry.

Summary:
Kohn-Sham gap   7.1 eV
Maximum force   0.0922 hartree/bohr
Net charge   +1
Electronic energy   -37209.542196 hartree
Molar mass   1527.08 Da
HOMO energy   -0.4266 hartree

```
66
Properties=species:S:1:pos:R:3:mulliken_charge:R:1
Zr -0.5819 -2.1093 0.3512 1.48
O -1.1476 -2.4008 2.2629 -0.66
H -1.3220 -2.6950 3.1781 0.25
O 0.7150 -0.6694 -0.1408 0.01
H 1.2174 0.1652 -0.2154 0.06
B -1.4649 -3.4003 -1.5887 0.19
F -0.2566 -2.7441 -1.7307 -0.04
F -1.8048 -4.0756 -2.7221 -0.32
F -1.1830 -4.0651 -0.4390 -0.18
F -2.2014 -2.3181 -1.1199 -0.19
Br 3.6193 3.1806 1.0844 -0.18
C 1.9799 4.2522 1.2452 -0.59
C 0.6905 3.4693 1.0921 0.10
Br -0.9185 4.5492 1.2356 -0.12
H 2.0478 4.8967 0.3688 0.37
H 1.9968 4.8334 2.1671 0.40
H 0.6124 2.6580 1.8159 0.04
H 0.6618 2.9546 0.1317 0.01
Br 0.7914 3.0922 -3.7436 -0.16
C 1.4845 1.3420 -3.0963 -0.20
C 1.5860 0.3977 -4.2590 -0.63
Br 2.3470 -1.2748 -3.4850 -0.08
H 0.8536 0.9604 -2.2935 -0.29
H 2.4106 1.4862 -2.5400 0.50
H 2.2597 0.7084 -5.0576 0.48
H 0.6323 0.1644 -4.7324 0.31
Br 4.7175 -1.6542 0.3637 -0.13
C 5.4552 -1.4082 -1.3944 -0.37
C 5.3798 -2.6404 -2.2653 -0.77
Br 5.5951 -2.2462 -4.1863 -0.14
H 6.4809 -1.0872 -1.2127 0.38
H 5.0292 -0.5381 -1.8941 0.31
H 4.4155 -3.1421 -2.3463 0.24
H 6.1435 -3.3636 -1.9795 0.45
Br -3.3613 2.4402 -1.6859 -0.07
C -3.9494 2.4950 0.1699 -0.28
C -4.0540 1.0943 0.7196 -0.86
Br -2.3537 0.0667 0.4568 0.27
H -4.9303 2.9677 0.2185 0.42
H -3.2744 3.1367 0.7362 0.02
H -4.8156 0.5094 0.2038 0.43
H -4.2083 1.1330 1.7979 0.41
Br 1.8487 -3.7197 0.9259 -0.03
C 2.8637 -3.7954 2.6378 -0.55
C 2.3590 -2.7241 3.6356 -0.68
Br 2.2571 -0.9052 2.8867 -0.12
H 3.9002 -3.5902 2.3704 0.30
H 2.7926 -4.7639 3.1328 0.46
H 2.9808 -2.6345 4.5263 0.47
H 1.3703 -2.9699 4.0231 0.29
Br -0.7727 1.0543 3.8450 -0.06
C -1.4786 2.2429 5.3186 -0.67
C -2.9346 1.8236 5.5958 -0.36
Br -2.9964 0.1700 6.7886 -0.13
H -1.2761 3.2969 5.1284 0.37
H -0.8194 2.1690 6.1835 0.39
H -3.4132 1.5449 4.6570 0.02
H -3.5790 2.6127 5.9834 0.42
Br -1.5258 -0.5335 -3.3079 0.01
C -3.5325 -0.4781 -3.5100 -0.64
C -4.0366 0.2722 -4.7414 -0.58
Br -5.9570 -0.1335 -5.0908 -0.16
H -4.0191 0.0082 -2.6645 0.22
H -3.9045 -1.5003 -3.5789 0.49
H -3.4619 0.0873 -5.6490 0.39
H -3.9601 1.3455 -4.5675 0.28
```


DFT (ωB97M-V/def2-TZVPD) results for 11 unconnected molecules or ions with the total composition C27H60O11 in a non-equilibrium geometry.

Summary:
Kohn-Sham gap   9.5 eV
Maximum force   0.0575 hartree/bohr
Relative energy (zero: lowest compared OMol25 entry of this formula, charge and spin)   80.94 kJ/mol
Structure (SMILES)   CC(C)=O.CC(C)=O.CC(C)=O.CC(C)=O.CC(C)=O.CC(C)=O.CC(C)=O.CC(C)=O.CO.CO.CO
Net charge   0
Electronic energy   -1892.289879 hartree
Molar mass   560.77 Da
HOMO energy   -0.3372 hartree

```
98
Properties=species:S:1:pos:R:3:mulliken_charge:R:1
C 14.0974 11.1376 11.0970 -0.11
C 15.0842 11.4300 12.1618 0.53
C 16.4782 11.8222 11.6831 -1.42
O 14.8207 11.4579 13.3565 -0.35
H 14.4150 11.5046 10.1422 0.48
H 13.0849 11.4808 11.3159 -0.32
H 13.8961 10.0647 11.0216 0.21
H 16.4946 12.8147 11.2097 0.33
H 16.9016 11.0928 10.9665 0.39
H 17.2049 11.8171 12.4979 0.34
C 11.4476 8.9098 8.9892 -0.58
C 12.6438 9.3436 8.1089 0.67
C 13.6638 8.2897 7.6895 -1.03
O 12.8373 10.5019 7.8026 -0.57
H 11.7544 8.2177 9.7909 0.19
H 10.7499 8.3083 8.3888 0.51
H 11.0824 9.7982 9.5074 -0.09
H 13.1364 7.3556 7.3927 0.33
H 14.2082 8.0829 8.6205 0.24
H 14.3297 8.7585 6.9573 0.33
C 9.5987 8.2029 19.2510 -1.54
C 10.0665 9.0975 18.1359 0.76
C 10.6810 10.3937 18.5701 -0.35
O 9.8662 8.8438 16.9715 -0.31
H 10.4953 7.8229 19.8047 0.37
H 9.0938 7.3757 18.7230 0.36
H 8.9674 8.6794 20.0240 0.34
H 11.2144 10.4005 19.4883 0.48
H 9.8424 11.1382 18.5799 0.23
H 11.3576 10.7478 17.7505 -0.32
C 6.3929 9.7032 15.6934 -0.65
C 6.8477 10.9383 16.4607 0.76
C 6.2147 12.3016 16.1181 -1.11
O 7.6869 10.8306 17.3310 -0.48
H 6.8735 9.9209 14.7345 0.07
H 5.2853 9.7172 15.5597 0.40
H 6.6692 8.7467 16.0909 0.15
H 6.8724 12.8810 15.4353 0.08
H 6.1069 12.9870 16.9786 0.37
H 5.2364 12.3001 15.6748 0.39
C 10.9493 13.3450 16.0508 0.32
C 12.0599 14.3287 15.8083 0.63
C 12.9414 13.9883 14.6568 0.11
O 12.2086 15.3219 16.4925 -0.64
H 10.2240 13.8371 16.6968 0.42
H 11.4245 12.5459 16.6392 -0.39
H 10.6486 12.8883 15.1575 -0.39
H 13.5595 13.1168 14.8692 -0.40
H 13.6821 14.7529 14.3699 0.47
H 12.2928 13.6924 13.8165 -0.25
C 8.8590 6.5937 14.2906 -0.40
C 7.4481 6.2142 14.6878 0.80
C 6.6464 5.4736 13.6321 -1.19
O 6.9875 6.5461 15.7676 -0.59
H 8.8894 7.5703 13.7603 -0.05
H 9.2644 5.8522 13.5820 0.41
H 9.5512 6.7488 15.1293 0.11
H 6.6055 6.0967 12.7213 0.27
H 5.6121 5.1390 13.9926 0.29
H 7.2916 4.6298 13.2936 0.35
C 16.1646 10.5189 16.9779 -1.16
C 15.1055 11.7230 16.9908 0.88
C 15.6562 13.0944 16.5970 -0.96
O 13.9777 11.4796 17.3112 -0.49
H 16.9897 10.6848 17.6398 0.42
H 16.5726 10.5257 15.9399 0.26
H 15.6477 9.5544 17.0211 0.29
H 16.7018 13.0716 16.9569 0.44
H 15.1544 13.9115 17.1813 0.30
H 15.5823 13.2049 15.5189 0.13
C 10.5646 13.4695 11.4109 -0.82
C 9.3069 13.6511 12.2081 0.94
C 8.4965 14.9058 12.1016 -1.63
O 8.8740 12.8323 12.9610 -0.35
H 11.2946 14.3007 11.6079 0.39
H 10.4557 13.6869 10.3209 0.48
H 11.0589 12.5230 11.5278 -0.25
H 9.0627 15.7919 12.3984 0.36
H 7.5910 14.9181 12.6590 0.34
H 8.1960 15.1341 11.0792 0.38
C 12.9160 8.2215 15.7268 0.37
O 13.1119 7.5683 14.3852 -0.63
H 13.3630 9.2291 15.7426 -0.04
H 11.8147 8.3610 15.8838 -0.46
H 13.2644 7.5630 16.5127 0.46
H 14.0726 7.5266 14.2507 0.28
C 8.5297 9.9478 10.7985 -0.50
O 9.1382 8.7131 10.8672 -0.55
H 7.4981 9.7837 10.5537 0.40
H 8.4173 10.3813 11.7766 0.04
H 8.9223 10.5577 9.9518 0.20
H 9.8043 8.6892 11.5735 0.40
C 10.7054 10.0231 13.9411 0.59
O 11.0644 9.2077 12.8275 0.01
H 11.5569 10.4618 14.4558 -0.03
H 10.0693 10.9081 13.7081 -0.37
H 10.1254 9.4467 14.6954 -0.22
H 11.6646 8.5279 13.1745 0.11
```


DFT (ωB97M-V/def2-TZVPD) results for a single C21H23N3O6S molecule in a non-equilibrium geometry.

Summary:
Kohn-Sham gap   9.0 eV
Maximum force   0.0213 hartree/bohr
Relative energy (zero: lowest compared OMol25 entry of this formula, charge and spin)   215.00 kJ/mol
Structure (SMILES)   CCN(C(=O)Cn1c(=O)oc2cc(S(=O)(=O)N3CCOCC3)ccc21)c1ccccc1
Net charge   0
Electronic energy   -1827.960473 hartree
Molar mass   445.50 Da
HOMO energy   -0.3165 hartree

```
54
Properties=species:S:1:pos:R:3:mulliken_charge:R:1
C -3.9626 -2.5991 1.3390 -1.15
C -3.2150 -2.2491 0.0582 -0.56
N -3.0812 -0.8088 -0.1096 0.45
C -1.8957 -0.2163 0.1290 0.99
O -0.8959 -0.8159 0.4662 -0.68
C -1.8720 1.3025 -0.1181 -1.27
N -0.6005 1.8338 0.2757 0.22
C -0.4252 2.5375 1.4530 0.30
O -1.2942 2.9405 2.1711 -0.62
O 0.9069 2.7244 1.6477 -0.46
C 1.5693 2.1024 0.6304 0.57
C 2.9250 1.9969 0.4156 -1.04
C 3.3102 1.2827 -0.7088 0.03
S 5.0653 1.0398 -1.0107 1.24
O 5.2388 0.7828 -2.4092 -0.73
O 5.7762 2.1188 -0.3950 -0.72
N 5.5119 -0.3422 -0.2154 0.07
C 5.6443 -0.3118 1.2225 -0.71
C 4.4032 -0.8994 1.9043 -0.16
O 4.1162 -2.1866 1.4027 -0.45
C 3.8688 -2.1530 0.0140 -0.07
C 5.0901 -1.6183 -0.7434 -0.74
C 2.4002 0.7192 -1.5872 -0.82
C 1.0353 0.8317 -1.3717 -0.49
C 0.6335 1.5204 -0.2413 0.91
C -4.2629 -0.0935 -0.4482 -0.59
C -4.7494 -0.1500 -1.7477 -0.15
C -5.9163 0.5171 -2.0766 -0.78
C -6.5997 1.2389 -1.1125 -0.43
C -6.1172 1.2916 0.1846 -0.84
C -4.9524 0.6252 0.5212 0.07
H -3.4339 -2.2008 2.2013 0.29
H -4.9696 -2.1874 1.3209 0.29
H -4.0292 -3.6786 1.4408 0.42
H -2.2033 -2.6584 0.0886 0.40
H -3.7450 -2.6510 -0.8102 0.33
H -2.0610 1.5061 -1.1771 0.30
H -2.6279 1.8081 0.4870 0.52
H 3.6591 2.4485 1.0607 0.56
H 5.8119 0.7246 1.5117 0.38
H 6.5222 -0.9091 1.4947 0.33
H 4.5754 -1.0247 2.9744 0.39
H 3.5360 -0.2395 1.7488 0.07
H 3.6559 -3.1826 -0.2780 0.37
H 2.9873 -1.5264 -0.1916 0.04
H 4.8799 -1.4783 -1.8026 0.38
H 5.9214 -2.3236 -0.6301 0.33
H 2.7836 0.2023 -2.4522 0.53
H 0.3215 0.3874 -2.0449 0.45
H -4.2109 -0.7142 -2.4950 0.46
H -6.2916 0.4729 -3.0878 0.41
H -7.5099 1.7578 -1.3714 0.41
H -6.6510 1.8488 0.9393 0.39
H -4.5755 0.6560 1.5328 0.55
```


DFT (ωB97M-V/def2-TZVPD) results for 2 unconnected molecules or ions with the total composition C3H7NOS2 in a non-equilibrium geometry.

Summary:
Kohn-Sham gap (alpha / beta)   7.3 / 5.9 eV
Maximum force   0.0663 hartree/bohr
Relative energy (zero: lowest compared OMol25 entry of this formula, charge and spin)   467.11 kJ/mol
Net charge   0
Electronic energy   -1044.724465 hartree
Molar mass   137.23 Da
HOMO energy (alpha / beta)   -0.2796 / -0.2508 hartree

```
14
Properties=species:S:1:pos:R:3:mulliken_charge:R:1
C -0.5459 -0.6545 0.4078 0.46
C -0.9101 1.5537 0.9369 -0.98
C 0.9619 1.0496 -0.5943 -0.72
N -0.1556 0.5866 0.1910 0.05
O 0.0473 -3.1647 -1.0065 -0.49
S -1.3102 -1.8838 0.9455 -0.21
S 1.5892 -2.3802 -1.0465 -0.23
H -0.3708 2.5079 0.7730 0.35
H -1.8565 1.7254 0.3810 0.32
H -1.0194 1.1988 1.9703 0.36
H 1.2640 0.1103 -1.1264 0.12
H 0.5006 1.7403 -1.2690 0.39
H 1.8229 1.5265 -0.0754 0.26
H -0.0174 -3.9158 -0.4872 0.32
```


DFT (ωB97M-V/def2-TZVPD) results for a molecular structure, C9H22N2Si in a non-equilibrium geometry.

Summary:
Kohn-Sham gap   8.5 eV
Maximum force   0.0796 hartree/bohr
Relative energy (zero: lowest compared OMol25 entry of this formula, charge and spin)   399.37 kJ/mol
Net charge   0
Electronic energy   -754.993465 hartree
Molar mass   186.38 Da
HOMO energy   -0.2806 hartree

```
34
Properties=species:S:1:pos:R:3:mulliken_charge:R:1
C 0.1131 -1.0460 -2.6567 -0.66
C 0.7998 -0.3444 -1.7620 -0.11
C 2.5201 -0.9909 1.6651 -1.48
C 0.5497 -2.5407 1.0909 -1.36
C 0.7274 2.5593 -0.7582 -1.11
C 0.9716 2.0702 1.5452 -1.15
C -2.6441 1.1232 -0.8589 -0.91
C -2.7595 -1.1392 -0.3334 -0.79
C 0.9102 -1.0768 1.4743 -0.01
N 0.7789 1.5321 0.2972 0.42
N -2.1350 0.1212 0.0016 -0.18
Si 0.1680 0.0074 -0.0508 0.27
H 0.5798 -1.5282 -3.5296 0.27
H -0.9339 -1.0333 -2.5288 0.10
H 1.8033 -0.1146 -1.9868 0.46
H 3.0411 -1.4413 0.7936 0.34
H 2.8595 -0.0406 1.5021 0.45
H 2.6974 -1.3727 2.6293 0.44
H -0.5172 -2.6510 0.8714 0.34
H 0.8655 -3.1572 1.9703 0.37
H 1.0509 -2.8094 0.1244 0.30
H -0.1902 2.2815 -1.2976 0.34
H 0.5562 3.4335 -0.2246 0.43
H 1.6085 2.6688 -1.4102 0.19
H 2.0926 2.3209 1.6631 0.33
H 0.3115 2.8799 1.8068 0.38
H 0.9425 1.2424 2.2292 0.28
H -2.5606 2.1674 -0.4317 0.26
H -2.2250 1.1781 -1.8799 0.30
H -3.8331 1.0293 -1.0485 0.28
H -2.2220 -1.8978 0.3376 0.06
H -3.8163 -1.1092 -0.2553 0.45
H -2.5630 -1.4897 -1.4072 0.18
H 0.4522 -0.8321 2.4181 0.52
```